(1)
Density functional theory data (wB97M-V/def2-TZVPD) for the ion CHCl2O3S with charge -1.

Bonds (Å) are listed after each position.
Cartesian coordinates (Å):
1 C 0.26276 0.02972 -0.99331  O4 1.409, Cl6 1.768, Cl7 1.741, H8 1.034
2 O -1.53586 -0.70029 1.71394  S5 1.488
3 O 0.02037 1.17275 1.83335  S5 1.480
4 O 0.64569 -0.82842 0.05679  C1 1.409, S5 1.967
5 S -0.10421 -0.30147 1.79718  O2 1.488, O3 1.480, O4 1.967
6 Cl 1.74487 0.55801 -1.80033  C1 1.768
7 Cl -0.80541 -0.68186 -2.16906  C1 1.741
8 H -0.22820 0.75155 -0.43857  C1 1.034

Its total charge is -1. The energy above the lowest of the compared OMol25 structures with the same formula, charge and spin is 0.1800 eV. Its total energy is -1583.06204 Ha. Its HOMO-LUMO gap is 8.577 eV. For the HOMO energy, the calculation gives -5.14 eV.

(2)
Density functional theory data (wB97M-V/def2-TZVPD) for the molecule CHCl2OPS.

Bonds (Å) are listed after each position.
Cartesian coordinates (Å):
1 C 0.43569 0.51412 -0.97661  P3 1.908, S4 1.596, H7 1.289
2 O -1.64728 0.29518 0.93351  P3 1.450
3 P -0.38188 -0.29749 0.54445  C1 1.908, O2 1.450, Cl5 2.000, Cl6 1.998
4 S 1.25154 1.83730 -0.61395  C1 1.596
5 Cl -0.67706 -2.23957 0.17003  P3 2.000
6 Cl 0.88523 -0.15815 2.08305  P3 1.998
7 H 0.13376 0.04861 -2.14048  C1 1.289

Its total charge is 0. The spin multiplicity is 3. The energy above the lowest of the compared OMol25 structures with the same formula, charge and spin is 0.3969 eV. Its total energy is -1773.83313 Ha. Its HOMO-LUMO gap (spin up / spin down) is 8.462 / 7.811 eV. For the HOMO energy (spin up / spin down), the calculation gives -8.09 / -11.09 eV.